[1]
C42H55N6O2P2S2Si2Tc as an isolated structure, computed with ωB97M-V with the def2-TZVPD basis set.

Element x y z (Å)
Tc (-0.0698, 0.4730, 0.0505)
C (1.7959, 2.0771, -4.3103)
Si (1.5217, 2.4321, -2.4870)
C (-0.0890, 3.3581, -2.3186)
C (2.8529, 3.5713, -1.8412)
N (1.3490, 0.9401, -1.5836)
P (2.1915, -0.4276, -1.3413)
C (0.9558, -1.2916, -0.4772)
P (-0.3824, -1.9809, -1.3701)
N (-1.4684, -0.7959, -1.2024)
Si (-2.9033, -0.6176, -2.1978)
C (-4.4550, -0.2025, -1.2370)
C (-3.3023, -2.2207, -3.1016)
C (-2.6748, 0.7790, -3.4230)
C (-0.8310, -3.5121, -0.5147)
C (-2.1490, -3.8195, -0.1945)
C (-2.4433, -4.9791, 0.5133)
C (-1.4223, -5.8357, 0.8971)
C (-0.1009, -5.5359, 0.5791)
C (0.1946, -4.3745, -0.1187)
C (-0.0492, -2.4403, -3.0807)
C (0.0490, -3.7637, -3.5064)
C (0.3907, -4.0388, -4.8233)
C (0.6264, -2.9999, -5.7159)
C (0.5061, -1.6801, -5.3019)
C (0.1709, -1.3990, -3.9871)
C (3.6247, -0.2645, -0.2388)
C (4.4585, 0.8495, -0.2847)
C (5.6015, 0.8979, 0.4981)
C (5.9177, -0.1686, 1.3323)
C (5.0926, -1.2860, 1.3742)
C (3.9531, -1.3371, 0.5825)
C (3.0825, -1.1698, -2.7282)
C (3.8966, -0.3640, -3.5225)
C (4.7020, -0.9384, -4.4929)
C (4.7207, -2.3184, -4.6529)
C (3.9451, -3.1261, -3.8320)
C (3.1305, -2.5531, -2.8671)
H (1.0204, 2.5798, -4.8991)
H (1.7605, 1.0113, -4.5493)
H (2.7637, 2.4628, -4.6500)
H (-0.1775, 4.0993, -3.1195)
H (-0.1424, 3.9032, -1.3698)
H (-0.9413, 2.6787, -2.4005)
H (2.6273, 4.5910, -2.1790)
H (3.8586, 3.3270, -2.2008)
H (2.8643, 3.5776, -0.7448)
H (-4.6638, -0.9036, -0.4223)
H (-5.2955, -0.2689, -1.9399)
H (-4.4630, 0.8163, -0.8324)
H (-4.2687, -2.6105, -2.7644)
H (-2.5641, -3.0083, -2.9514)
H (-3.3716, -2.0498, -4.1811)
H (-2.9532, 1.7501, -2.9921)
H (-3.3298, 0.6209, -4.2877)
H (-1.6480, 0.8549, -3.7949)
H (-2.9463, -3.1457, -0.4926)
H (-3.4714, -5.2137, 0.7630)
H (-1.6516, -6.7392, 1.4496)
H (0.6954, -6.2054, 0.8813)
H (1.2257, -4.1209, -0.3450)
H (-0.1539, -4.5753, -2.8190)
H (0.4702, -5.0677, -5.1534)
H (0.8992, -3.2209, -6.7411)
H (0.6806, -0.8733, -6.0055)
H (0.0792, -0.3733, -3.6452)
H (4.1981, 1.6914, -0.9153)
H (6.2488, 1.7680, 0.4578)
H (6.8081, -0.1310, 1.9481)
H (5.3409, -2.1180, 2.0219)
H (3.3066, -2.2107, 0.6110)
H (3.9089, 0.7105, -3.3768)
H (5.3255, -0.3105, -5.1185)
H (5.3550, -2.7662, -5.4084)
H (3.9732, -4.2031, -3.9455)
H (2.5325, -3.1816, -2.2195)
N (1.0110, -1.4580, 2.8416)
C (-0.3115, -1.6324, 3.4088)
C (-1.4107, -1.3211, 2.4058)
N (-1.3833, 0.0602, 1.8175)
C (-2.7701, 0.4944, 1.5574)
C (-2.7976, 1.9134, 1.0543)
N (-1.8099, 2.0879, -0.0354)
H (1.7351, -1.4408, 3.5482)
H (1.2382, -2.1576, 2.1458)
H (-0.5082, -2.6408, 3.7850)
H (-0.4054, -0.9492, 4.2572)
H (-1.3770, -2.0274, 1.5776)
H (-2.3625, -1.4524, 2.9230)
H (-0.9819, 0.7047, 2.5034)
H (-3.1819, -0.1901, 0.8273)
H (-3.3606, 0.4278, 2.4716)
H (-3.8055, 2.1609, 0.7249)
H (-2.5471, 2.5877, 1.8608)
H (-2.2601, 1.9734, -0.9366)
H (-1.4411, 3.0332, 0.0081)
O (-1.2245, 5.1551, 1.6401)
S (-0.6625, 4.5338, 2.8145)
O (-1.4085, 4.5695, 4.0321)
N (-0.2854, 2.9712, 2.3839)
C (0.9916, 2.8538, 2.1668)
S (1.7072, 1.5198, 1.3713)
C (1.8181, 4.0228, 2.5844)
C (3.1936, 4.1603, 2.5799)
C (3.7327, 5.3563, 3.0441)
C (2.9122, 6.3853, 3.4960)
C (1.5271, 6.2525, 3.4872)
C (1.0138, 5.0616, 3.0212)
H (3.8266, 3.3491, 2.2334)
H (4.8072, 5.4876, 3.0565)
H (3.3572, 7.3039, 3.8586)
H (0.8785, 7.0480, 3.8348)

Properties
relative energy (zero: lowest compared OMol25 entry of this formula, charge and spin)	0.0	kcal per mole
charge	+1
2S+1	4
E	-4251.2998	Eh
HOMO (alpha / beta)	-0.38731 / -0.39327	Eh

Atomic partial charges in e from the Löwdin method, atoms 1 to 6: 1.32, -0.16, 0.34, -0.17, -0.18, -0.38

---

[2]
An isolated ion of composition C5H9NO and charge -1, computed with ωB97M-V with the def2-TZVPD basis set.

Element x y z (Å)
O (0.0423, 3.3675, -1.8653)
C (-0.1363, 2.1455, -1.8132)
N (0.0859, 1.4242, -0.7068)
C (-0.3317, -0.0109, -0.6572)
C (-0.7683, -0.4026, 0.8005)
C (-0.0843, -1.6339, 1.3060)
C (1.2671, -1.7510, 1.3756)
H (-0.5447, 1.7074, -2.7300)
H (0.6061, 1.8258, 0.0663)
H (-1.2020, -0.0084, -1.3335)
H (0.3469, -0.6921, -1.1519)
H (-1.8462, -0.5555, 0.7585)
H (-0.4622, 0.5078, 1.3352)
H (-0.7122, -2.4095, 1.7306)
H (1.9090, -0.8987, 1.1735)
H (1.8307, -2.6155, 1.7117)

Properties
relative energy (zero: lowest compared OMol25 entry of this formula, charge and spin)	22.8	kcal per mole
charge	-1
2S+1	2
E	-325.8272	Eh
HOMO (alpha / beta)	0.03547 / -0.15560	Eh

Atomic partial charges in e from the Löwdin method, atoms 1 to 6: -0.07, -0.41, 0.02, -0.21, -0.29, -0.36

---

[3]
A 3-piece molecular cluster, C4H10N2OS overall, computed with ωB97M-V with the def2-TZVPD basis set.

Element x y z (Å)
C (-1.6865, -0.7441, 1.0909)
C (-1.4909, -0.4150, -0.3780)
C (0.9085, -0.7409, -0.4234)
C (0.8669, 1.7858, -0.3166)
H (-2.9625, -0.5520, 1.1344)
H (-1.1502, 0.5330, 1.8440)
H (-0.9018, -2.0678, 1.4373)
H (-1.7080, 0.6944, -0.4752)
H (-2.3080, -0.7495, -1.2215)
H (-0.4130, -1.9249, -1.3220)
H (-0.2790, 1.9741, -0.8292)
H (0.9505, 2.2370, 0.9216)
H (1.5566, 2.3715, -1.1248)
H (3.1392, -0.2369, 0.3306)
N (-0.3954, -0.9271, -1.0209)
N (1.4589, 0.3233, -0.1470)
O (2.5656, 0.5436, 0.5113)
S (1.8493, -2.1045, -0.0115)

Properties
relative energy (zero: lowest compared OMol25 entry of this formula, charge and spin)	228.9	kcal per mole
charge	0
E	-741.0132	Eh
HOMO	-0.30435	Eh

Atomic partial charges in e from the Löwdin method, atoms 1 to 6: -0.14, -0.51, -0.84, 0.00, 0.11, 0.17

---

[4]
C23H22N4O6S2Ti as an isolated structure, computed with ωB97M-V with the def2-TZVPD basis set.

Element x y z (Å)
Ti (0.6990, 0.3026, -0.1925)
O (6.7399, -1.8692, 1.2616)
C (6.5928, -0.5762, 0.6893)
C (5.2039, -0.3789, 0.1663)
C (4.9303, 0.8658, -0.5385)
C (3.6770, 1.0998, -0.9627)
N (2.6208, 0.2390, -0.8014)
C (2.8917, -1.0383, -0.2131)
C (4.2295, -1.2809, 0.3187)
C (1.9064, -1.9937, -0.2651)
C (2.0786, -3.4044, 0.0546)
C (1.0937, -4.2872, -0.1505)
C (1.2542, -5.7536, 0.1569)
O (2.5948, -6.2216, 0.0694)
C (-0.1842, -3.8311, -0.6855)
C (-0.3495, -2.5238, -0.9277)
N (0.6260, -1.5823, -0.7213)
H (7.6538, -1.9734, 1.5333)
H (7.3052, -0.4341, -0.1329)
H (6.8043, 0.1991, 1.4371)
H (5.7109, 1.5954, -0.7146)
H (3.4397, 2.0259, -1.4785)
H (4.4391, -2.2073, 0.8333)
H (3.0305, -3.7491, 0.4380)
H (0.5975, -6.3312, -0.5037)
H (0.9395, -5.9616, 1.1822)
H (2.9732, -5.8449, -0.7327)
H (-0.9916, -4.5283, -0.8701)
H (-1.2919, -2.1304, -1.2894)
O (-1.0224, 0.9108, -0.7095)
N (-2.0049, 1.0143, 0.2517)
C (-3.1443, 1.5934, -0.1704)
C (-4.2135, 1.7367, 0.6634)
C (-4.0892, 1.2416, 1.9646)
C (-2.9225, 0.6536, 2.3670)
C (-1.8128, 0.5303, 1.5004)
S (-0.3126, -0.1646, 1.9767)
H (-3.1072, 1.9499, -1.1873)
H (-5.0956, 2.2528, 0.3164)
H (-4.9137, 1.3367, 2.6595)
H (-2.7925, 0.2838, 3.3745)
N (1.1086, 2.3723, 0.7079)
C (-0.0751, 3.1911, 0.7808)
C (-0.7097, 3.4051, 1.9880)
C (-1.9367, 4.0647, 2.0161)
C (-2.5138, 4.5181, 0.8432)
C (-1.8369, 4.3435, -0.3645)
C (-0.6282, 3.6775, -0.3990)
S (-4.1072, 5.3297, 0.8493)
O (-3.8790, 6.5687, 0.1291)
O (-4.4266, 5.4851, 2.2577)
O (-4.9578, 4.3792, 0.1405)
H (1.8713, 2.8278, 0.2173)
H (1.4543, 2.1442, 1.6337)
H (-0.2790, 3.0052, 2.8998)
H (-2.4695, 4.2194, 2.9452)
H (-2.2913, 4.7100, -1.2770)
H (-0.1321, 3.4826, -1.3422)

Properties
relative energy (zero: lowest compared OMol25 entry of this formula, charge and spin)	0.0	kcal per mole
charge	-1
2S+1	2
E	-3206.0679	Eh
HOMO (alpha / beta)	-0.12684 / -0.12527	Eh

Atomic partial charges in e from the Löwdin method, atoms 1 to 6: 0.81, -0.06, -0.23, -0.23, -0.07, -0.19